The following is a quantum chemistry calculation of a 2-piece molecular cluster, C6H7N3 overall, from the Open Molecules 2025 dataset.

Its structure (SMILES) is C=C=C1N=CNN1.C#C. The gap between HOMO and LUMO is 8.5 eV. As for the spin multiplicity: 1. For the energy above the lowest of the compared OMol25 structures with the same formula, charge and spin, the calculation gives 583.9 kJ/mol. As for the net charge: 0. The calculation puts the LUMO energy at 1.01 eV. The HOMO energy is -7.5 eV.

Bonds (Å) are listed after each position.
Positions of all 16 atoms, in Å:
1 C -1.853 1.802 -0.014  C2 1.313, H8 1.184, H9 1.075
2 C -0.638 1.306 -0.066  C1 1.313, C3 1.310
3 C 0.581 0.838 0.022  C2 1.310, N4 1.379, N7 1.454
4 N 1.506 1.088 -0.970  C3 1.379, C5 1.263
5 C 2.523 0.397 -0.683  N4 1.263, N6 1.392, H10 1.021
6 N 2.463 -0.307 0.517  C5 1.392, N7 1.454, H11 0.992
7 N 1.126 -0.058 1.030  C3 1.454, N6 1.454, H12 0.994
8 H -2.657 1.389 -0.778  C1 1.184
9 H -1.993 2.668 0.608  C1 1.075
10 H 3.293 0.373 -1.354  C5 1.021
11 H 3.330 -0.230 0.992  N6 0.992
12 H 0.501 -0.784 1.294  N7 0.994
13 C -1.367 -2.127 -0.154  C14 1.232, H15 1.065
14 C -1.462 -1.211 -0.972  C13 1.232, H16 1.072
15 H -0.960 -2.795 0.569  C13 1.065
16 H -1.870 -0.546 -1.707  C14 1.072

Which charges does Löwdin predict for the atoms? In e, they are:
1. C -0.0109
2. C -0.1008
3. C -0.3719
4. N 0.1150
5. C -0.1865
6. N 0.0211
7. N 0.0748
8. H 0.0880
9. H 0.0416
10. H 0.0948
11. H 0.1100
12. H 0.0853
13. C 0.0099
14. C -0.0166
15. H 0.0138
16. H 0.0323


The following is a quantum chemistry calculation of one molecule with the formula C6H7N3O, from the Open Molecules 2025 dataset.

The gap between HOMO and LUMO (alpha / beta) is 7.4 / 7.7 eV. As for the spin multiplicity: 1. For the energy above the lowest of the compared OMol25 structures with the same formula, charge and spin, the calculation gives 593.8 kJ/mol. As for the net charge: 0. The calculation puts the LUMO energy (alpha / beta) at -0.73 / -1.34 eV. The HOMO energy (alpha / beta) is -8.1 / -9.1 eV.

Bonds (Å) are listed after each position.
Positions of all 17 atoms, in Å:
1 C -1.632 1.067 -0.926  C2 1.344, C5 1.430, H11 1.012
2 C -0.863 1.438 -1.964  C1 1.344, N7 1.378, H12 1.006
3 C 0.958 0.450 -1.062  C4 1.526, N7 1.273, H13 1.152
4 C 0.215 -0.065 0.168  C3 1.526, C5 1.463, N9 1.281
5 C -1.231 0.146 0.093  C1 1.430, C4 1.463, O10 1.292
6 C 2.177 -0.865 1.397  N9 1.433, H14 1.203, H15 1.031, H16 1.155
7 N 0.464 1.080 -2.052  C2 1.378, C3 1.273
8 N -2.631 -1.323 1.460  O10 1.314, H17 1.018
9 N 0.780 -0.692 1.132  C4 1.281, C6 1.433
10 O -2.293 -0.388 0.601  C5 1.292, N8 1.314
11 H -2.602 1.337 -1.021  C1 1.012
12 H -1.213 2.025 -2.703  C2 1.006
13 H 2.066 0.204 -1.256  C3 1.152
14 H 2.790 0.129 1.687  C6 1.203
15 H 2.135 -1.443 2.250  C6 1.031
16 H 2.637 -1.339 0.450  C6 1.155
17 H -1.757 -1.760 1.746  N8 1.018

Which charges does Löwdin predict for the atoms? In e, they are:
1. C 0.0084
2. C -0.1100
3. C -0.0832
4. C -0.2131
5. C -0.1844
6. C -0.1347
7. N 0.0514
8. N 0.1403
9. N 0.0068
10. O -0.0814
11. H 0.0873
12. H 0.0723
13. H 0.1332
14. H 0.1327
15. H 0.0274
16. H 0.1026
17. H 0.0443


The following is a quantum chemistry calculation of one molecule with the formula C6H7N3O, from the Open Molecules 2025 dataset.

Its structure (SMILES) is [H]/N=C(/O)c1ncncc1C. The gap between HOMO and LUMO is 9.9 eV. As for the spin multiplicity: 1. For the energy above the lowest of the compared OMol25 structures with the same formula, charge and spin, the calculation gives 74.2 kJ/mol. As for the net charge: 0. The calculation puts the LUMO energy at 0.04 eV. The HOMO energy is -9.9 eV.

Bonds (Å) are listed after each position.
Positions of all 17 atoms, in Å:
1 H 1.926 -0.853 -1.355  N2 1.016
2 N 2.394 -0.210 -0.722  H1 1.016, C3 1.286
3 C 1.613 0.237 0.197  N2 1.286, O4 1.322, C5 1.501
4 O 2.136 1.268 0.836  C3 1.322, H12 1.086
5 C 0.112 0.220 0.158  C3 1.501, N6 1.336, C10 1.401
6 N -0.491 1.373 -0.147  C5 1.336, C7 1.326
7 C -1.817 1.384 -0.149  N6 1.326, N8 1.331, H13 1.093
8 N -2.596 0.318 0.023  C7 1.331, C9 1.330
9 C -1.983 -0.848 0.212  N8 1.330, C10 1.400, H14 1.094
10 C -0.590 -0.990 0.225  C5 1.401, C9 1.400, C11 1.501
11 C 0.054 -2.345 0.242  C10 1.501, H15 1.098, H16 1.097, H17 1.100
12 H 2.942 1.463 0.135  O4 1.086
13 H -2.310 2.350 -0.290  C7 1.093
14 H -2.617 -1.737 0.276  C9 1.094
15 H 0.967 -2.350 0.851  C11 1.098
16 H -0.643 -3.089 0.647  C11 1.097
17 H 0.327 -2.664 -0.774  C11 1.100

Which charges does Löwdin predict for the atoms? In e, they are:
1. H 0.0538
2. N 0.1495
3. C -0.4606
4. O 0.0292
5. C -0.1715
6. N 0.1480
7. C -0.1936
8. N 0.0801
9. C -0.0864
10. C -0.1953
11. C -0.0475
12. H 0.2037
13. H 0.1134
14. H 0.1201
15. H 0.0862
16. H 0.0815
17. H 0.0895


The following is a quantum chemistry calculation of one molecule with the formula C6H7N3O2, from the Open Molecules 2025 dataset.

Its structure (SMILES) is Nc1cccc(N)c1[N+](=O)[O-]. The gap between HOMO and LUMO is 7.6 eV. As for the spin multiplicity: 1. For the energy above the lowest of the compared OMol25 structures with the same formula, charge and spin, the calculation gives 256.5 kJ/mol. As for the net charge: 0. The calculation puts the LUMO energy at -0.39 eV. The HOMO energy is -8.0 eV.

Bonds (Å) are listed after each position.
Positions of all 18 atoms, in Å:
1 N -0.386 2.470 0.054  C2 1.374, H12 1.005, H13 1.008
2 C 0.133 1.200 -0.017  N1 1.374, C3 1.415, C8 1.400
3 C 1.542 1.151 -0.131  C2 1.415, C4 1.398, H14 1.074
4 C 2.151 -0.096 -0.309  C3 1.398, C5 1.377, H15 1.118
5 C 1.429 -1.264 -0.205  C4 1.377, C6 1.458, H16 1.094
6 C -0.003 -1.174 0.056  C5 1.458, N7 1.360, C8 1.424
7 N -0.711 -2.283 0.400  C6 1.360, H17 1.049, H18 1.043
8 C -0.691 0.069 -0.032  C2 1.400, C6 1.424, N9 1.430
9 N -2.114 0.077 -0.172  C8 1.430, O10 1.216, O11 1.251
10 O -2.703 -0.937 -0.494  N9 1.216
11 O -2.742 1.141 0.028  N9 1.251
12 H -1.373 2.648 0.112  N1 1.005
13 H 0.135 3.127 0.613  N1 1.008
14 H 2.136 2.025 0.059  C3 1.074
15 H 3.259 -0.240 -0.310  C4 1.118
16 H 1.796 -2.294 -0.234  C5 1.094
17 H -0.172 -3.176 0.516  N7 1.049
18 H -1.686 -2.443 0.065  N7 1.043

Which charges does Löwdin predict for the atoms? In e, they are:
1. N 0.1160
2. C -0.2424
3. C -0.0504
4. C -0.0973
5. C -0.0488
6. C -0.2337
7. N 0.1024
8. C -0.0548
9. N -0.3100
10. O 0.0525
11. O 0.0381
12. H 0.0734
13. H 0.1015
14. H 0.1012
15. H 0.1219
16. H 0.1025
17. H 0.1243
18. H 0.1037


The following is a quantum chemistry calculation of one molecule with the formula C6H7N3O3, from the Open Molecules 2025 dataset.

Its structure (SMILES) is [H]/N=[N+](\[O-])[C@]12CCC[C@@]1(C#[N+][O-])O2. The gap between HOMO and LUMO is 9.8 eV. As for the spin multiplicity: 1. For the energy above the lowest of the compared OMol25 structures with the same formula, charge and spin, the calculation gives 595.6 kJ/mol. As for the net charge: 0. The calculation puts the LUMO energy at -0.08 eV. The HOMO energy is -9.9 eV.

Bonds (Å) are listed after each position.
Positions of all 19 atoms, in Å:
1 H -0.692 1.757 3.010  N2 1.059
2 N -0.159 0.977 2.532  H1 1.059, N3 1.321
3 N 0.160 1.472 1.350  N2 1.321, O4 1.250, C5 1.488
4 O 0.121 2.665 0.978  N3 1.250
5 C 0.559 0.448 0.347  N3 1.488, C6 1.445, C9 1.476, O13 1.403
6 C 1.243 0.780 -0.881  C5 1.445, C7 1.576, H14 1.067, H15 1.171
7 C 1.201 -0.572 -1.689  C6 1.576, C8 1.565, H16 1.127, H17 1.102
8 C -0.251 -1.048 -1.351  C7 1.565, C9 1.558, H18 1.136, H19 1.011
9 C -0.403 -0.655 0.150  C5 1.476, C8 1.558, C10 1.433, O13 1.385
10 C -1.656 -0.982 0.763  C9 1.433, N11 1.175
11 N -2.568 -0.853 1.492  C10 1.175, O12 1.159
12 O -3.471 -1.102 2.175  N11 1.159
13 O 0.792 -0.852 0.821  C5 1.403, C9 1.385
14 H 0.651 1.518 -1.374  C6 1.067
15 H 2.394 0.993 -0.827  C6 1.171
16 H 1.468 -0.574 -2.785  C7 1.127
17 H 2.006 -1.226 -1.318  C7 1.102
18 H -0.431 -2.160 -1.497  C8 1.136
19 H -0.965 -0.585 -1.898  C8 1.011

Which charges does Löwdin predict for the atoms? In e, they are:
1. H 0.1052
2. N 0.1811
3. N -0.2713
4. O 0.0094
5. C -0.3461
6. C -0.0801
7. C -0.1319
8. C -0.0686
9. C -0.3511
10. C 0.1268
11. N -0.1110
12. O 0.0794
13. O 0.1099
14. H 0.1172
15. H 0.1703
16. H 0.1266
17. H 0.1113
18. H 0.1448
19. H 0.0782


The following is a quantum chemistry calculation of a 2-piece molecular cluster, C6H7N3OS overall, from the Open Molecules 2025 dataset.

The gap between HOMO and LUMO (alpha / beta) is 8.3 / 8.3 eV. As for the spin multiplicity: 1. For the energy above the lowest of the compared OMol25 structures with the same formula, charge and spin, the calculation gives 323.3 kJ/mol. As for the net charge: 0. The calculation puts the LUMO energy (alpha / beta) at -0.12 / -0.12 eV. The HOMO energy (alpha / beta) is -8.5 / -8.5 eV.

Bonds (Å) are listed after each position.
Positions of all 18 atoms, in Å:
1 C 2.664 0.438 0.487  C2 1.353, N7 1.356, H12 1.112
2 C 2.763 -0.910 0.419  C1 1.353, S11 1.704, H13 1.094
3 C 0.731 -0.030 -0.391  C5 1.392, N7 1.286, S11 1.791
4 C -1.183 -2.354 1.253  N8 1.136, H14 1.111
5 C -0.629 0.000 -0.687  C3 1.392, C6 1.534, N9 1.301
6 C -1.394 1.329 -0.674  C5 1.534, H15 1.071, H16 1.059, H17 1.135
7 N 1.514 0.927 -0.038  C1 1.356, C3 1.286
8 N -1.012 -1.384 1.819  C4 1.136
9 N -1.351 -1.009 -1.079  C5 1.301, O10 1.278, H18 1.052
10 O -0.872 -2.193 -1.139  N9 1.278
11 S 1.442 -1.673 -0.340  C2 1.704, C3 1.791
12 H 3.312 1.287 0.798  C1 1.112
13 H 3.524 -1.643 0.703  C2 1.094
14 H -1.389 -3.272 0.664  C4 1.111
15 H -1.625 1.580 0.342  C6 1.071
16 H -2.207 1.160 -1.332  C6 1.059
17 H -0.750 2.153 -1.116  C6 1.135
18 H -2.357 -0.799 -1.305  N9 1.052

Which charges does Löwdin predict for the atoms? In e, they are:
1. C -0.2269
2. C -0.3972
3. C -0.5128
4. C -0.1371
5. C -0.3120
6. C 0.0047
7. N 0.0624
8. N 0.0929
9. N -0.1143
10. O -0.2684
11. S 1.0910
12. H 0.1200
13. H 0.0631
14. H 0.0972
15. H 0.0795
16. H 0.0560
17. H 0.1095
18. H 0.1921


The following is a quantum chemistry calculation of one molecule with the formula C6H7N3S, from the Open Molecules 2025 dataset.

Its structure (SMILES) is C[C@@]12N=NC=C[C@@H]1C=NS2. The gap between HOMO and LUMO is 8.3 eV. As for the spin multiplicity: 1. For the energy above the lowest of the compared OMol25 structures with the same formula, charge and spin, the calculation gives 331.1 kJ/mol. As for the net charge: 0. The calculation puts the LUMO energy at -0.42 eV. The HOMO energy is -8.7 eV.

Bonds (Å) are listed after each position.
Positions of all 17 atoms, in Å:
1 C 0.357 1.160 1.953  C2 1.786, H11 1.093, H12 0.982, H13 1.164
2 C 0.478 -0.106 0.699  C1 1.786, N3 1.457, C7 1.563, S10 1.883
3 N -0.096 -1.371 1.140  C2 1.457, N4 1.242
4 N -1.165 -1.796 0.670  N3 1.242, C5 1.392
5 C -1.805 -1.134 -0.374  N4 1.392, C6 1.327, H14 1.207
6 C -1.209 -0.229 -1.139  C5 1.327, C7 1.465, H15 1.051
7 C 0.006 0.451 -0.683  C2 1.563, C6 1.465, C8 1.563, H16 1.019
8 C 1.135 0.060 -1.691  C7 1.563, N9 1.280, H17 0.990
9 N 2.220 -0.424 -1.215  C8 1.280, S10 1.660
10 S 2.321 -0.391 0.442  C2 1.883, N9 1.660
11 H 0.601 0.646 2.887  C1 1.093
12 H -0.556 1.489 1.803  C1 0.982
13 H 1.124 2.009 1.736  C1 1.164
14 H -2.684 -1.845 -0.798  C5 1.207
15 H -1.451 -0.082 -2.151  C6 1.051
16 H -0.231 1.440 -0.615  C7 1.019
17 H 0.956 0.122 -2.663  C8 0.990

Which charges does Löwdin predict for the atoms? In e, they are:
1. C 0.0084
2. C -0.5639
3. N 0.0029
4. N 0.0121
5. C -0.1400
6. C -0.0662
7. C -0.2576
8. C -0.1724
9. N -0.3070
10. S 0.9096
11. H 0.0620
12. H -0.0136
13. H 0.1003
14. H 0.1489
15. H 0.1018
16. H 0.1100
17. H 0.0648


The following is a quantum chemistry calculation of one molecule with the formula C6H7N3S, from the Open Molecules 2025 dataset.

The gap between HOMO and LUMO (alpha / beta) is 7.3 / 8.2 eV. As for the spin multiplicity: 1. For the energy above the lowest of the compared OMol25 structures with the same formula, charge and spin, the calculation gives 396.1 kJ/mol. As for the net charge: 0. The calculation puts the LUMO energy (alpha / beta) at -0.95 / 0.07 eV. The HOMO energy (alpha / beta) is -8.2 / -8.1 eV.

Bonds (Å) are listed after each position.
Positions of all 17 atoms, in Å:
1 C -2.386 0.124 -0.960  C2 1.384, C3 1.373, H11 1.047
2 C -1.177 -0.460 -1.298  C1 1.384, C4 1.333, H12 1.146
3 C -2.395 1.303 -0.257  C1 1.373, N7 1.310, H13 1.063
4 C -0.175 0.160 -0.674  C2 1.333, C5 1.352
5 C -0.128 1.303 0.047  C4 1.352, N7 1.345, N8 1.306
6 C 2.300 -0.982 0.382  N9 1.462, H14 1.097, H15 1.209, H16 1.133
7 N -1.313 1.934 0.127  C3 1.310, C5 1.345
8 N 0.946 1.818 0.582  C5 1.306, S10 1.828, H17 1.033
9 N 2.522 0.040 -0.640  C6 1.462, S10 1.585
10 S 2.549 1.580 -0.264  N8 1.828, N9 1.585
11 H -3.272 -0.173 -1.433  C1 1.047
12 H -0.967 -1.363 -1.972  C2 1.146
13 H -3.308 1.838 -0.161  C3 1.063
14 H 1.473 -1.615 0.038  C6 1.097
15 H 3.229 -1.755 0.356  C6 1.209
16 H 2.035 -0.557 1.398  C6 1.133
17 H 0.874 2.717 1.085  N8 1.033

Which charges does Löwdin predict for the atoms? In e, they are:
1. C -0.0973
2. C -0.0745
3. C -0.1655
4. C 0.0301
5. C -0.5057
6. C -0.2443
7. N 0.1247
8. N -0.1931
9. N -0.4675
10. S 0.9152
11. H 0.0827
12. H 0.1434
13. H 0.0998
14. H 0.0477
15. H 0.1159
16. H 0.0791
17. H 0.1094


Q: What is the net charge in the eighth record?
A: 0